Model one:
{
  "formula": "H16O8",
  "method": "ωB97M-V/def2-TZVPD",
  "species": ["H", "H", "H", "H", "H", "H", "H", "H", "H", "H", "H", "H", "H", "H", "H", "H", "O", "O", "O", "O", "O", "O", "O", "O"],
  "xyz": [[0.70, 0.63, -1.14], [2.19, 0.23, -1.25], [-3.59, 4.31, 0.71], [-2.68, 3.26, 0.10], [-1.23, -0.67, 0.58], [-0.76, -1.59, -0.63], [5.32, 2.01, 0.55], [6.60, 1.48, -0.12], [-1.01, 0.79, 1.20], [-1.87, 1.82, 0.69], [0.65, -2.89, 1.41], [1.55, -4.24, 1.50], [1.16, -3.09, -1.44], [-0.15, -2.82, -2.41], [-3.63, -0.16, -1.23], [-3.25, -0.58, 0.25], [1.60, 0.77, -0.74], [-2.87, 4.15, 0.13], [-0.59, -0.80, -0.16], [6.16, 2.35, 0.09], [-1.95, 1.07, 1.15], [0.79, -3.77, 1.90], [0.24, -2.65, -1.56], [-3.37, -0.94, -0.65]],
  "homo_lumo_gap_ev": 10.8,
  "lumo_ha": 0.001,
  "smiles": "O.O.O.O.O.O.O.O",
  "mol_weight_g_mol": 144.12
}

***

Model two:
{
  "formula": "H16O8",
  "method": "ωB97M-V/def2-TZVPD",
  "species": ["O", "H", "H", "O", "H", "H", "O", "H", "H", "O", "H", "H", "O", "H", "H", "O", "H", "H", "O", "H", "H", "O", "H", "H"],
  "xyz": [[-0.94, 0.07, -0.10], [-1.10, -0.33, -0.95], [-1.45, -0.43, 0.50], [-1.87, -0.97, 2.42], [-1.71, -1.42, 3.24], [-2.13, -0.09, 2.63], [-1.49, 2.72, -1.80], [-1.10, 1.92, -2.01], [-1.81, 2.79, -0.94], [0.44, 1.58, 1.50], [1.30, 1.34, 1.27], [-0.07, 1.10, 0.89], [1.01, -1.69, 2.08], [0.07, -1.52, 1.93], [1.13, -2.60, 2.22], [1.73, -1.81, -0.64], [1.71, -2.73, -0.85], [1.41, -1.70, 0.27], [-0.09, 0.34, -2.71], [0.64, -0.28, -2.98], [-0.59, 0.55, -3.52], [2.02, 1.07, -0.74], [1.48, 1.78, -1.05], [1.43, 0.29, -0.65]],
  "homo_lumo_gap_ev": 10.2,
  "lumo_ha": 0.001,
  "smiles": "O.O.O.O.O.O.O.O",
  "mol_weight_g_mol": 144.12
}

***

Model three:
{
  "formula": "H16O8",
  "method": "ωB97M-V/def2-TZVPD",
  "species": ["O", "H", "H", "O", "H", "H", "O", "H", "H", "O", "H", "H", "O", "H", "H", "O", "H", "H", "O", "H", "H", "O", "H", "H"],
  "xyz": [[0.37, 0.17, -0.51], [-0.23, 0.11, 0.23], [0.29, -0.68, -0.95], [-1.32, 2.04, 0.73], [-1.62, 1.18, 0.41], [-2.11, 2.58, 0.73], [-0.51, -1.76, 1.42], [-0.82, -0.98, 0.96], [-0.08, -1.42, 2.20], [1.12, 1.63, 0.69], [1.42, 2.23, 0.01], [0.95, 0.80, 0.23], [0.87, -1.66, -1.20], [0.03, -1.96, -0.84], [1.11, -2.34, -1.83], [-0.37, 2.06, -1.07], [-0.38, 1.11, -1.13], [-0.54, 2.25, -0.15], [-1.38, 0.06, 0.46], [-2.05, -0.30, 1.04], [-1.83, 0.21, -0.37], [2.35, -2.05, -0.08], [3.05, -1.43, -0.26], [1.67, -1.85, -0.72]],
  "homo_lumo_gap_ev": 7.2,
  "lumo_ha": -0.034,
  "mol_weight_g_mol": 144.12
}

***

Model four:
{
  "formula": "H16O8",
  "method": "ωB97M-V/def2-TZVPD",
  "species": ["O", "H", "H", "O", "H", "H", "O", "H", "H", "O", "H", "H", "O", "H", "H", "O", "H", "H", "O", "H", "H", "O", "H", "H"],
  "xyz": [[-13.81, 21.99, -9.05], [-13.15, 21.35, -9.31], [-14.49, 21.92, -9.72], [-12.18, 20.27, -13.83], [-11.44, 19.67, -13.91], [-11.81, 21.14, -13.99], [-15.09, 19.52, -17.61], [-15.97, 19.89, -17.51], [-14.67, 19.64, -16.76], [-8.26, 17.44, -14.67], [-7.51, 17.18, -15.21], [-8.37, 16.71, -14.06], [-9.90, 24.90, -14.02], [-9.56, 25.01, -13.13], [-9.21, 25.24, -14.58], [-17.51, 16.29, -13.50], [-17.01, 16.93, -14.02], [-18.40, 16.34, -13.84], [-14.58, 26.81, -13.92], [-14.55, 27.48, -13.23], [-13.76, 26.34, -13.83], [-12.28, 14.59, -11.47], [-12.38, 15.46, -11.09], [-12.67, 14.00, -10.83]],
  "homo_lumo_gap_ev": 11.8,
  "lumo_ha": 0.013,
  "smiles": "O.O.O.O.O.O.O.O",
  "mol_weight_g_mol": 144.12
}

***

Energies relative to the most stable structure are model one 0.0615; model two 0.0000; model three 0.7027; model four 0.0227, reported in hartree.

***

Model one:
{
  "formula": "H16O8",
  "method": "ωB97M-V/def2-TZVPD",
  "species": ["H", "H", "H", "H", "H", "H", "H", "H", "H", "H", "H", "H", "H", "H", "H", "H", "O", "O", "O", "O", "O", "O", "O", "O"],
  "xyz": [[0.36, 0.77, -0.36], [-1.03, 1.08, 0.11], [0.62, 0.70, -3.43], [2.15, 0.77, -3.74], [2.41, 3.67, 2.56], [1.31, 2.70, 2.60], [1.88, -1.53, 0.74], [0.95, -1.07, 1.92], [-0.34, -3.30, -1.53], [-0.34, -2.92, -3.00], [-4.31, -2.88, -0.75], [-3.24, -3.16, 0.35], [2.65, 3.72, 0.90], [3.49, 4.70, 0.06], [-2.52, -0.49, 1.79], [-3.79, 0.44, 1.96], [-0.53, 0.35, -0.29], [1.48, 0.21, -3.51], [2.27, 2.66, 2.51], [1.33, -1.84, 1.42], [0.12, -2.72, -2.14], [-3.96, -2.56, 0.03], [2.81, 4.01, 0.04], [-3.56, -0.51, 1.91]],
  "homo_lumo_gap_ev": 10.8,
  "lumo_ha": -0.005,
  "smiles": "O.O.O.O.O.O.O.O",
  "mol_weight_g_mol": 144.12
}

***

Model two:
{
  "formula": "H16O8",
  "method": "ωB97M-V/def2-TZVPD",
  "species": ["H", "H", "H", "H", "H", "H", "H", "H", "H", "H", "H", "H", "H", "H", "H", "H", "O", "O", "O", "O", "O", "O", "O", "O"],
  "xyz": [[-0.76, -0.81, 0.24], [0.17, -1.31, 1.37], [0.04, 2.64, 0.65], [1.00, 2.03, -0.28], [3.30, 3.17, -0.45], [4.24, 2.03, 0.06], [-2.81, -1.40, 2.48], [-3.45, -1.30, 1.06], [2.53, -1.41, 0.70], [3.52, -0.32, 1.04], [1.12, -4.18, -1.44], [0.78, -2.81, -1.81], [-2.78, -1.48, -1.56], [-2.88, -0.09, -1.03], [-1.94, 2.20, -0.11], [-2.68, 2.52, -1.32], [-0.01, -0.59, 0.73], [0.08, 2.08, -0.16], [3.33, 2.35, 0.12], [-2.78, -0.90, 1.60], [3.46, -1.24, 0.61], [1.21, -3.25, -1.15], [-2.62, -0.93, -0.72], [-2.06, 2.99, -0.64]],
  "homo_lumo_gap_ev": 10.1,
  "lumo_ha": 0.004,
  "smiles": "O.O.O.O.O.O.O.O",
  "mol_weight_g_mol": 144.12
}

***

Energies relative to the most stable structure are model one 0.0000; model two 0.0021, reported in hartree.

***

Model one:
{
  "formula": "H16O8",
  "method": "ωB97M-V/def2-TZVPD",
  "species": ["O", "H", "H", "O", "H", "H", "O", "H", "H", "O", "H", "H", "O", "H", "H", "O", "H", "H", "O", "H", "H", "O", "H", "H"],
  "xyz": [[7.31, 31.06, -11.31], [6.98, 30.25, -10.99], [7.15, 30.96, -12.26], [6.28, 32.61, -5.47], [7.08, 32.44, -4.99], [6.42, 32.88, -6.40], [8.58, 29.86, -6.48], [9.30, 29.27, -6.71], [8.60, 30.50, -7.20], [3.62, 32.44, -8.02], [3.56, 31.58, -7.61], [3.08, 32.40, -8.79], [6.78, 30.06, -8.75], [7.66, 30.44, -8.85], [6.97, 29.12, -8.61], [2.50, 33.95, -5.99], [1.71, 34.32, -6.35], [3.00, 33.55, -6.71], [6.29, 32.67, -8.28], [6.44, 31.70, -8.50], [5.36, 32.80, -8.17], [4.62, 31.40, -11.44], [5.46, 31.79, -11.28], [3.94, 31.85, -10.89]],
  "homo_lumo_gap_ev": 10.2,
  "lumo_ha": -0.003,
  "smiles": "O.O.O.O.O.O.O.O",
  "mol_weight_g_mol": 144.12
}

***

Model two:
{
  "formula": "H16O8",
  "method": "ωB97M-V/def2-TZVPD",
  "species": ["O", "H", "H", "O", "H", "H", "O", "H", "H", "O", "H", "H", "O", "H", "H", "O", "H", "H", "O", "H", "H", "O", "H", "H"],
  "xyz": [[1.18, -2.04, 0.20], [0.70, -2.84, 0.43], [2.09, -2.33, 0.10], [-2.20, 0.71, 0.03], [-2.61, 0.41, 0.84], [-1.46, 1.24, 0.32], [-0.36, 1.48, -1.33], [-0.42, 1.66, -2.27], [-0.71, 2.27, -0.91], [-1.43, -0.62, -1.26], [-1.65, -0.08, -2.02], [-1.95, -0.25, -0.54], [1.83, 1.55, 0.94], [1.06, 1.42, 0.39], [1.48, 1.54, 1.84], [2.39, -0.15, -0.08], [1.55, -0.54, 0.13], [2.96, -0.90, -0.26], [0.15, 0.32, 0.19], [0.01, 0.66, -0.69], [0.12, -0.63, 0.10], [-0.66, -1.13, 1.51], [-1.56, -1.38, 1.31], [-0.51, -0.33, 1.01]],
  "homo_lumo_gap_ev": 8.0,
  "lumo_ha": -0.007,
  "mol_weight_g_mol": 144.12
}

***

Model three:
{
  "formula": "H16O8",
  "method": "ωB97M-V/def2-TZVPD",
  "species": ["O", "H", "H", "O", "H", "H", "O", "H", "H", "O", "H", "H", "O", "H", "H", "O", "H", "H", "O", "H", "H", "O", "H", "H"],
  "xyz": [[-1.92, -0.75, 2.01], [-2.75, -1.25, 2.08], [-2.13, 0.13, 2.33], [-0.25, -0.19, -0.52], [-0.85, -0.46, 0.19], [0.06, 0.72, -0.26], [-0.77, -3.18, 0.61], [-0.72, -3.73, 1.40], [-0.07, -2.53, 0.73], [-1.31, 0.54, -2.99], [-1.03, 0.16, -2.14], [-1.97, -0.07, -3.33], [1.78, 3.12, -2.16], [1.84, 2.17, -1.97], [2.52, 3.29, -2.75], [0.40, 2.22, 0.55], [1.01, 2.92, 0.28], [0.43, 2.21, 1.51], [2.25, 0.06, -1.90], [1.52, -0.11, -1.28], [2.08, -0.51, -2.65], [0.24, -1.85, 3.36], [0.11, -1.31, 4.15], [-0.49, -1.59, 2.75]],
  "homo_lumo_gap_ev": 10.3,
  "lumo_ha": -0.009,
  "smiles": "O.O.O.O.O.O.O.O",
  "mol_weight_g_mol": 144.12
}

***

Model four:
{
  "formula": "H16O8",
  "method": "ωB97M-V/def2-TZVPD",
  "species": ["O", "H", "H", "O", "H", "H", "O", "H", "H", "O", "H", "H", "O", "H", "H", "O", "H", "H", "O", "H", "H", "O", "H", "H"],
  "xyz": [[-1.09, -2.06, 2.53], [-1.65, -2.69, 2.06], [-0.19, -2.30, 2.26], [-2.77, 0.05, 1.83], [-2.08, -0.61, 2.08], [-3.54, -0.17, 2.35], [0.14, 0.50, -0.49], [0.42, -0.10, 0.23], [-0.71, 0.87, -0.18], [0.53, -2.73, 0.06], [0.95, -2.66, -0.81], [0.45, -3.68, 0.22], [1.50, 1.07, -2.94], [0.96, 0.44, -2.45], [2.12, 1.41, -2.29], [3.92, -0.75, -0.37], [4.83, -0.57, -0.12], [3.39, -0.43, 0.37], [-2.65, 1.55, -0.51], [-2.27, 2.36, -0.12], [-2.66, 0.90, 0.23], [0.30, 3.51, -1.15], [0.32, 2.60, -0.83], [-0.23, 3.47, -1.95]],
  "homo_lumo_gap_ev": 10.3,
  "lumo_ha": -0.005,
  "smiles": "O.O.O.O.O.O.O.O",
  "mol_weight_g_mol": 144.12
}

***

Energies relative to the most stable structure are model one 0.0413; model two 0.4211; model three 0.0000; model four 0.0095, reported in hartree.

***

Model one:
{
  "formula": "H16O8",
  "method": "ωB97M-V/def2-TZVPD",
  "species": ["O", "H", "H", "O", "H", "H", "O", "H", "H", "O", "H", "H", "O", "H", "H", "O", "H", "H", "O", "H", "H", "O", "H", "H"],
  "xyz": [[18.33, 16.79, 11.20], [18.67, 15.92, 11.32], [18.00, 16.87, 10.27], [19.47, 17.92, 13.26], [19.05, 17.47, 12.51], [20.06, 18.50, 12.80], [19.42, 17.65, 7.30], [19.33, 18.59, 7.30], [18.70, 17.34, 7.88], [20.13, 19.29, 10.43], [20.25, 19.86, 9.65], [20.55, 18.48, 10.09], [22.73, 18.68, 6.97], [23.39, 17.97, 6.90], [22.20, 18.54, 7.77], [17.45, 20.27, 11.46], [16.96, 19.78, 12.09], [18.29, 19.91, 11.68], [21.35, 17.28, 9.17], [20.67, 17.06, 8.52], [21.35, 16.57, 9.80], [20.33, 20.20, 7.28], [19.68, 20.83, 6.98], [21.11, 20.26, 6.70]],
  "homo_lumo_gap_ev": 10.4,
  "lumo_ha": -0.009,
  "smiles": "O.O.O.O.O.O.O.O",
  "mol_weight_g_mol": 144.12
}

***

Model two:
{
  "formula": "H16O8",
  "method": "ωB97M-V/def2-TZVPD",
  "species": ["O", "H", "H", "O", "H", "H", "O", "H", "H", "O", "H", "H", "O", "H", "H", "O", "H", "H", "O", "H", "H", "O", "H", "H"],
  "xyz": [[-20.31, 13.40, 9.63], [-20.55, 12.48, 9.61], [-19.86, 13.52, 10.47], [-18.56, 15.78, 10.66], [-18.01, 16.09, 9.94], [-18.37, 14.85, 10.74], [-17.90, 13.83, 9.89], [-18.52, 13.77, 9.16], [-17.08, 14.13, 9.48], [-20.22, 17.18, 9.30], [-20.56, 17.98, 9.71], [-19.27, 17.28, 9.32], [-17.83, 12.50, 11.35], [-17.85, 13.06, 10.56], [-17.66, 11.62, 11.01], [-17.98, 17.34, 9.18], [-17.83, 18.27, 9.37], [-17.16, 17.04, 8.79], [-18.87, 16.15, 7.47], [-18.16, 16.29, 8.10], [-19.56, 16.74, 7.76], [-19.81, 17.14, 11.86], [-19.04, 16.70, 11.50], [-19.76, 16.98, 12.80]],
  "homo_lumo_gap_ev": 9.0,
  "lumo_ha": -0.026,
  "mol_weight_g_mol": 144.12
}

***

Energies relative to the most stable structure are model one 0.0000; model two 0.2980, reported in hartree.